Density functional theory data (ωB97M-V/def2-TZVPD) for a cluster of 5 separate species, C41H94IN5O8S2Si in total.

```
152
Properties=species:S:1:pos:R:3:forces:R:3
C -6.22684 -10.01274 -5.52766 0.5 0.3 0.7
C -6.28434 -9.14911 -4.12458 -0.4 0.5 0.0
C -7.68890 -8.28025 -3.97080 0.9 0.0 0.4
C -7.91605 -7.89960 -2.36022 -1.8 0.3 -0.7
C -7.91091 -6.26829 -2.11146 1.2 -0.2 -0.1
C -6.88571 -5.80075 -0.87931 -0.5 -0.6 -0.2
C -5.79525 -4.67351 -1.35771 0.5 0.2 -0.3
C -5.63732 -3.38943 -0.34213 -0.9 0.0 0.1
C -4.76659 -3.68858 1.01492 0.1 -0.5 -0.6
C -3.14413 -3.51421 0.85331 -0.4 -0.1 0.8
C -2.64433 -2.01657 0.41272 0.9 -0.6 0.5
C -1.05966 -2.19683 -0.09044 -0.3 -0.1 0.4
C -0.19857 -0.78113 0.03334 -0.1 -1.0 1.0
Si -0.31505 0.32352 -1.55369 0.6 0.4 1.0
I -2.49170 1.57962 -1.32065 0.5 0.0 0.3
C 1.04855 1.70209 -1.65212 0.3 1.0 -1.0
C 2.53349 1.15365 -2.08162 0.7 1.3 -0.3
C 3.46772 0.64136 -0.82946 0.2 0.5 -1.3
S 3.83919 -1.18790 -1.15882 -0.8 0.1 -0.1
N -0.41836 -0.62494 -3.09785 -8.2 2.9 -2.1
C -1.67542 -0.28816 -3.61470 4.2 -1.9 -1.3
S -3.00599 -0.06508 -4.70074 4.2 -0.8 3.6
H -7.18572 -10.72206 -5.56858 2.3 1.6 -0.1
H -6.16662 -9.28874 -6.46439 -0.4 -1.6 2.0
H -5.21852 -10.63280 -5.51001 -2.3 1.1 -0.2
H -5.40876 -8.34338 -4.04880 -1.7 -1.9 -0.3
H -6.16461 -9.84707 -3.17831 -0.3 1.2 -2.1
H -8.63800 -8.84644 -4.36271 2.0 0.9 0.7
H -7.54712 -7.30621 -4.63879 -0.5 -2.0 1.5
H -7.21103 -8.50136 -1.64367 -1.1 1.3 -1.5
H -9.02949 -8.25703 -2.12639 2.5 0.6 -0.3
H -7.46218 -5.76506 -3.08455 -1.2 -1.0 1.9
H -9.01142 -5.89851 -1.92734 2.3 -0.6 -0.4
H -6.29410 -6.75881 -0.51384 -1.3 2.0 -0.7
H -7.57767 -5.47575 0.00918 1.6 -0.3 -1.5
H -6.05752 -4.21733 -2.42731 0.3 -1.1 2.3
H -4.76322 -5.24966 -1.51170 -2.1 1.4 0.4
H -5.26378 -2.44553 -0.95247 -0.5 -2.0 1.4
H -6.74339 -3.11541 0.01312 2.3 -0.6 -0.8
H -5.17236 -2.99329 1.86742 0.9 -1.4 -1.5
H -4.94987 -4.83756 1.27879 0.2 2.6 -0.3
H -2.72807 -4.37783 0.16733 -0.8 1.9 1.1
H -2.67832 -3.71473 1.93282 -0.9 0.4 -2.3
H -3.31733 -1.47752 -0.37888 1.3 -1.2 1.4
H -2.65159 -1.34125 1.39482 0.0 -1.4 -2.1
H -0.55328 -3.02326 0.60418 -1.1 1.9 -1.4
H -1.00832 -2.65254 -1.18709 -0.2 1.1 2.3
H 0.91413 -1.06667 0.33309 -2.1 0.8 -0.8
H -0.64876 -0.12598 0.92098 1.0 -1.4 -1.8
H 0.69765 2.43994 -2.52086 0.6 -1.5 1.8
H 1.05429 2.37284 -0.67118 0.1 -1.6 -2.0
H 2.50145 0.33939 -2.94993 -0.2 1.8 2.0
H 3.10576 2.08184 -2.56171 -1.2 -1.9 1.0
H 4.51547 1.20127 -0.90799 -2.6 -1.5 0.3
H 3.00813 0.84789 0.22759 0.7 -0.6 -2.1
H 2.82869 -1.64129 -2.05636 1.0 1.0 1.2
C 8.69589 5.65044 1.75816 -0.1 -0.3 0.2
O 7.59510 5.42439 2.62802 0.1 0.5 -0.3
C 6.71272 6.55071 2.71290 -0.5 -0.4 0.2
C 5.34618 6.19941 2.10528 0.7 0.1 -0.3
N 5.43672 6.06375 0.64759 -0.2 -0.1 0.2
C 4.22450 5.50482 0.03838 0.4 -0.2 -0.1
C 3.87176 4.04600 0.38936 -0.1 0.2 -0.6
O 4.81143 3.09200 -0.11364 -0.2 0.7 0.6
C 5.91140 2.83942 0.74874 0.1 -0.2 -0.3
H 9.36871 4.79165 1.82852 -0.2 0.1 0.1
H 8.35765 5.73752 0.72201 0.1 0.2 -0.1
H 9.24642 6.54932 2.05134 0.0 0.0 -0.1
H 7.13973 7.44794 2.24946 0.0 -0.2 -0.1
H 6.57730 6.76331 3.77891 0.0 0.0 -0.1
H 4.62890 6.99009 2.35035 0.0 -0.1 -0.1
H 5.00527 5.26687 2.56446 0.0 0.0 0.3
H 6.22056 5.45412 0.41911 -0.2 0.2 0.1
H 4.36503 5.56629 -1.04850 -0.1 -0.1 0.1
H 3.37228 6.15083 0.27941 0.1 -0.1 0.1
H 2.92293 3.81742 -0.10751 0.1 0.0 0.0
H 3.69323 3.89890 1.45884 0.2 0.0 0.1
H 5.64825 2.93761 1.80502 0.0 0.1 -0.1
H 6.74158 3.50075 0.49804 0.1 0.0 0.2
H 6.24996 1.81362 0.57229 -0.1 0.1 0.0
C -3.65174 3.92195 -10.67285 0.1 0.3 0.2
O -3.53669 4.33308 -9.31740 -0.2 -0.5 -0.2
C -3.83481 3.28171 -8.38996 0.4 0.3 0.5
C -2.57320 2.89751 -7.60207 -0.2 -0.1 -0.7
N -1.60619 2.20508 -8.46049 0.0 0.2 0.2
C -0.29455 2.02066 -7.82916 0.0 0.2 -0.4
C 0.52436 3.29155 -7.52915 0.3 -0.5 -0.2
O 0.95845 3.98428 -8.70295 -0.4 0.0 0.5
C 0.02458 4.92798 -9.20768 0.4 0.0 -0.3
H -3.51063 4.79969 -11.30910 0.0 -0.1 0.2
H -2.87833 3.19001 -10.92126 -0.1 -0.1 -0.1
H -4.64326 3.50392 -10.87075 0.1 -0.1 -0.1
H -4.28261 2.40983 -8.88133 0.2 0.1 -0.1
H -4.57608 3.68202 -7.68984 0.0 -0.1 0.0
H -2.85326 2.24101 -6.77123 0.1 0.0 -0.1
H -2.14343 3.81514 -7.18982 -0.2 0.1 0.2
H -1.47722 2.74309 -9.31617 -0.1 -0.2 0.3
H 0.29384 1.39264 -8.51050 0.0 0.1 0.2
H -0.42003 1.44488 -6.90482 -0.1 0.1 0.0
H 1.43901 2.97041 -7.01955 0.0 0.0 -0.1
H 0.01669 3.96871 -6.83559 -0.1 0.1 -0.1
H -0.58007 5.38353 -8.41933 -0.1 -0.1 0.0
H -0.61397 4.45734 -9.95611 -0.3 0.1 0.0
H 0.58536 5.72068 -9.71282 0.0 -0.1 0.1
C 1.58246 -1.96142 3.55010 0.1 0.2 0.2
O 2.26483 -1.91878 4.79592 -0.1 -0.4 -0.3
C 2.85102 -3.17721 5.15248 0.5 0.3 0.5
C 4.38317 -3.06520 5.15639 -0.5 0.0 -0.6
N 4.90488 -2.92535 3.79267 0.0 0.1 0.3
C 6.33088 -2.58268 3.74704 -0.3 0.3 -0.3
C 6.73844 -1.20205 4.29799 0.3 -0.2 -0.5
O 6.24043 -0.10644 3.52487 0.0 -0.3 0.6
C 4.94216 0.33342 3.89695 0.2 0.2 -0.4
H 1.08154 -1.00105 3.40205 0.1 -0.1 0.1
H 2.28812 -2.11078 2.72830 -0.1 -0.1 -0.1
H 0.82694 -2.75274 3.54617 0.0 0.0 -0.1
H 2.50949 -3.99248 4.50375 0.1 0.2 -0.1
H 2.51419 -3.40292 6.17008 0.0 0.0 0.0
H 4.80897 -3.96395 5.61535 0.0 0.1 -0.1
H 4.65417 -2.20064 5.76941 -0.1 0.0 0.3
H 4.38388 -2.19372 3.31148 0.1 -0.3 0.1
H 6.62837 -2.62638 2.69137 0.0 0.1 0.2
H 6.90290 -3.36161 4.26447 -0.1 0.1 0.1
H 7.82980 -1.13987 4.23102 -0.1 0.0 0.0
H 6.49567 -1.08047 5.35798 -0.2 0.0 0.0
H 4.74257 0.19888 4.96311 0.0 -0.1 0.0
H 4.18857 -0.18001 3.29871 -0.2 0.0 0.1
H 4.86796 1.40049 3.66487 0.1 -0.1 0.0
C -0.87409 -1.01952 6.47927 -0.2 0.2 -0.1
O -1.83694 -0.19245 7.11832 0.4 -0.2 0.2
C -1.43150 0.22274 8.42891 -0.5 0.6 0.0
C -1.20436 1.74185 8.45619 0.4 -0.6 -0.4
N -0.00444 2.10906 7.69671 -0.3 0.1 0.1
C 0.13506 3.55528 7.49175 0.0 -0.2 -0.4
C -0.92330 4.24368 6.60758 0.6 0.2 -0.1
O -0.87697 3.83788 5.23671 -0.3 0.0 0.6
C -1.64766 2.68244 4.93937 0.2 0.2 -0.4
H -1.29988 -1.37371 5.53673 0.0 0.1 0.1
H 0.03345 -0.45259 6.25438 0.2 -0.2 0.0
H -0.63186 -1.88725 7.10007 0.1 0.0 0.0
H -0.54776 -0.32197 8.78166 0.0 0.1 -0.2
H -2.25903 -0.01939 9.10454 0.1 0.0 0.0
H -1.08879 2.07029 9.49469 0.0 0.0 -0.1
H -2.09415 2.22107 8.03747 -0.2 -0.1 0.1
H -0.03856 1.65780 6.78377 0.0 0.1 0.3
H 1.11698 3.71092 7.02650 -0.2 0.1 0.0
H 0.17020 4.05333 8.46766 -0.1 -0.1 0.0
H -0.69322 5.31442 6.60740 0.0 -0.1 -0.1
H -1.93608 4.15468 7.01213 0.0 -0.2 -0.1
H -2.53507 2.59529 5.57146 0.1 0.0 0.1
H -1.02821 1.78883 5.02400 -0.2 -0.2 0.1
H -1.97331 2.75309 3.89678 0.0 0.1 0.1
```
Forces are in eV/Å.

For the LUMO energy, the calculation gives -0.762 eV. The value obtained for the calculated total energy is -3877.35354 hartree. Its frontier orbital gap is 7.83 eV. As for the strongest force on any atom: 0.17463 hartree/bohr. Its SMILES is CCCCCCCCCCCCC[Si@@](I)(CCCS)N=C=S.COCCNCCOC.COCCNCCOC.COCCNCCOC.COCCNCCOC.

Mulliken atomic charge list, values in e, 99 entries: -0.90, -0.43, -0.50, -0.58, -0.47, -0.50, -0.59, -0.56, -0.59, -0.58, 0.06, -0.65, 0.04, 0.43, -0.26, -0.33, -0.87, 0.08, -0.28, -0.35, 0.06, -0.12, 0.25, 0.25, 0.29, 0.20, 0.28, 0.32, 0.25, 0.36, 0.24, 0.21, 0.31, 0.27, 0.27, 0.35, 0.15, 0.19, 0.35, 0.31, 0.24, 0.26, 0.24, -0.02, 0.18, 0.29, 0.29, -0.09, 0.13, 0.29, 0.11, 0.51, 0.22, 0.02, 0.28, 0.10, -0.74, -0.31, -0.82, -0.12, -0.34, -1.04, 0.15, -0.44, -0.47, 0.24, 0.31, 0.34, 0.40, 0.39, 0.39, 0.13, 0.12, 0.41, 0.42, -0.08, 0.35, 0.21, 0.12, 0.37, -0.73, -0.34, -0.82, 0.14, -0.36, -0.60, -0.41, -0.43, -0.56, 0.24, 0.31, 0.34, 0.40, 0.37, 0.08, 0.18, 0.12, 0.37, 0.29